# 1
Density functional theory data (ωB97M-V/def2-TZVPD) for a molecular structure, C22H27IN3O3PPd.

The geometry in ORCA input format:
```
! RIJCOSX wB97M-V def2-TZVPD def2/J DEFGRID3
* xyz 0 1
Pd 0.325 -1.677 0.761
N 2.149 -1.944 1.799
C 2.008 -2.211 3.240
C 1.205 -1.114 3.928
N -0.168 -1.115 3.459
H 2.575 -2.743 1.339
H 2.742 -1.138 1.626
H 2.985 -2.304 3.724
H 1.491 -3.167 3.334
H 1.646 -0.143 3.684
H 1.320 -1.244 5.013
H -0.654 -0.251 3.650
H -0.713 -1.882 3.831
O -1.315 -1.258 -0.196
O 0.880 0.284 0.402
P 0.205 1.148 -0.641
C 0.062 0.493 -2.313
C 0.349 -0.845 -2.569
C 0.311 -1.323 -3.871
C -0.041 -0.481 -4.915
C -0.374 0.844 -4.659
C -0.317 1.331 -3.363
C 1.285 2.610 -0.747
C 1.879 3.062 -1.922
C 2.740 4.152 -1.906
C 3.026 4.800 -0.717
C 2.464 4.340 0.468
C 1.610 3.251 0.451
C -1.439 1.685 -0.123
C -2.560 1.472 -0.916
C -3.815 1.854 -0.468
C -3.964 2.437 0.781
C -2.851 2.634 1.588
C -1.597 2.258 1.137
H 0.488 -1.525 -1.736
H 0.527 -2.366 -4.062
H -0.078 -0.860 -5.928
H -0.676 1.498 -5.466
H -0.584 2.364 -3.171
H 1.695 2.556 -2.858
H 3.192 4.487 -2.830
H 3.694 5.651 -0.707
H 2.700 4.824 1.406
H 1.213 2.881 1.386
H -2.464 0.971 -1.869
H -4.681 1.672 -1.090
H -4.945 2.728 1.131
H -2.961 3.076 2.570
H -0.744 2.396 1.787
N -1.899 -4.069 0.003
C -0.895 -4.419 0.705
O 0.075 -3.640 1.088
C -0.600 -5.819 1.251
I -2.016 -7.336 0.775
H -1.776 -2.106 -0.323
H -2.527 -4.848 -0.158
H -0.546 -5.775 2.335
H 0.359 -6.155 0.869
*
```

Results
Molecular weight ... 645.77 g mol⁻¹
Calculated total energy ... -2011.4866 Eh
HOMO level ... -7.63 eV
ΔE to the lowest compared entry with this formula, charge and spin ... 0.000 eV

Atom charges from the natural (NBO) analysis, given in e for atoms 1 to 4: number 1, Pd, carries 1.004; number 2, N, carries -0.788; number 3, C, carries -0.230; number 4, C, carries -0.226

# 2
Density functional theory data (ωB97M-V/def2-TZVPD) for a molecular structure, C10H17NOTi.

The geometry in ORCA input format:
```
! RIJCOSX wB97M-V def2-TZVPD def2/J DEFGRID3
* xyz 0 1
C -0.178 -2.494 -1.395
C -1.538 -2.261 -0.988
C -1.552 -2.035 0.430
C -0.198 -2.131 0.907
C 0.655 -2.410 -0.222
Ti -0.266 -0.335 -0.597
N 1.147 0.160 -1.760
C 0.130 0.886 -2.567
C -1.294 0.512 -2.137
H -2.444 -1.937 1.054
H -2.415 -2.329 -1.630
H 0.108 -2.164 1.954
H 1.706 -2.701 -0.168
H 0.148 -2.818 -2.384
H -1.805 -0.099 -2.881
H 0.241 1.993 -2.632
H 2.105 0.479 -1.902
H -1.892 1.372 -1.818
H 0.333 0.539 -3.590
C 1.873 1.677 1.647
C 0.441 1.161 1.702
C -0.408 1.912 2.699
O -0.270 1.198 0.488
H 1.922 2.752 1.421
H 2.492 1.150 0.908
H 2.341 1.526 2.633
H 0.496 0.103 1.992
H -0.427 2.989 2.470
H -1.441 1.544 2.660
H -0.012 1.761 3.707
*
```

Results
Molecular weight ... 215.12 g mol⁻¹
Calculated total energy ... -1370.6853 Eh
HOMO level ... -8.03 eV

Atom charges from the natural (NBO) analysis, given in e for atoms 1 to 4: number 1, C, carries -0.282; number 2, C, carries -0.281; number 3, C, carries -0.304; number 4, C, carries -0.307

# 3
Density functional theory data (ωB97M-V/def2-TZVPD) for C3H6NO2 in the gas phase.

The geometry in ORCA input format:
```
! RIJCOSX wB97M-V def2-TZVPD def2/J DEFGRID3
* xyz 0 2
O -3.072 0.965 0.404
C -1.954 0.484 0.477
C -0.911 0.397 -0.533
N 0.364 0.551 0.007
C 1.180 -0.542 0.393
O 1.964 -1.140 -0.667
H -1.544 0.399 1.515
H -1.141 0.073 -1.547
H 1.789 -0.760 -1.529
H 0.876 1.325 -0.405
H 0.513 -1.339 0.730
H 1.935 -0.413 1.157
*
```

Results
Molecular weight ... 88.09 g mol⁻¹
Calculated total energy ... -323.0429 Eh
HOMO level (alpha / beta) ... -9.42 / -9.77 eV
ΔE to the lowest compared entry with this formula, charge and spin ... 1.391 eV

Atom charges from the natural (NBO) analysis, given in e for atoms 1 to 4: number 1, O, carries -0.495; number 2, C, carries 0.299; number 3, C, carries 0.045; number 4, N, carries -0.684

# 4
Density functional theory data (ωB97M-V/def2-TZVPD) for a molecular structure, C25H21Br39ClNS.

The geometry in ORCA input format:
```
! RIJCOSX wB97M-V def2-TZVPD def2/J DEFGRID3
* xyz 0 1
Cl 3.207 -0.268 1.149
C 1.396 -0.797 1.021
C 0.970 -2.380 1.037
C -0.625 -2.791 0.878
C -1.855 -1.672 0.706
C -1.403 -0.097 0.711
C 0.200 0.340 0.874
S -2.761 1.229 0.525
C -4.304 0.314 1.181
C -5.581 1.191 1.811
C -6.958 0.444 2.351
C -7.000 -1.221 2.289
C -5.703 -2.069 1.671
C -4.324 -1.322 1.098
N -3.252 -2.219 0.526
H 1.770 -3.263 1.119
H -0.886 -3.933 0.880
H 0.564 1.470 0.849
H -5.561 2.364 1.898
H -7.904 0.990 2.772
H -7.931 -1.840 2.672
H -5.773 -3.259 1.641
H -3.247 -3.135 1.069
C -1.041 2.580 4.217
Br -0.712 1.936 6.023
Br 0.251 3.934 3.686
Br -1.130 1.122 2.932
H -2.024 3.062 4.223
C 6.191 -1.067 -1.837
Br 6.702 0.498 -2.874
Br 5.239 -2.374 -2.919
Br 7.715 -1.858 -0.922
H 5.496 -0.725 -1.063
C -4.168 -4.905 4.656
Br -5.495 -6.028 5.528
Br -2.906 -5.954 3.611
Br -4.993 -3.499 3.595
H -3.595 -4.413 5.449
C 3.063 0.770 -4.180
Br 3.665 2.055 -5.510
Br 2.579 1.634 -2.505
Br 1.626 -0.354 -4.856
H 3.911 0.110 -3.966
C 3.260 3.632 -9.389
Br 3.712 2.217 -10.644
Br 1.527 3.335 -8.555
Br 4.662 3.902 -8.067
H 3.182 4.559 -9.966
C 7.160 4.832 -4.320
Br 7.612 3.417 -5.576
Br 5.427 4.535 -3.487
Br 8.562 5.102 -2.998
H 7.082 5.759 -4.897
C -0.752 4.465 -5.077
Br -0.058 2.651 -5.178
Br -0.107 5.400 -3.498
Br -0.399 5.468 -6.706
H -1.840 4.387 -4.979
C 10.991 -2.548 1.862
Br 11.502 -0.983 0.825
Br 10.039 -3.854 0.780
Br 12.515 -3.339 2.777
H 10.296 -2.206 2.636
C -2.056 -1.211 -3.708
Br -1.141 -2.795 -4.369
Br -3.680 -0.840 -4.714
Br -2.398 -1.317 -1.796
H -1.382 -0.363 -3.866
C 1.508 -1.080 -9.089
Br 0.208 -1.247 -7.653
Br 3.058 -2.220 -8.799
Br 0.703 -1.383 -10.834
H 1.866 -0.045 -9.077
C -6.372 -2.472 7.787
Br -7.597 -3.969 7.578
Br -4.577 -3.065 8.245
Br -6.374 -1.312 6.226
H -6.737 -1.875 8.629
C -1.594 -4.130 10.899
Br -1.758 -4.691 9.043
Br 0.250 -4.195 11.514
Br -2.397 -2.385 11.201
H -2.158 -4.850 11.501
C -3.107 6.089 2.275
Br -1.350 6.918 2.159
Br -3.104 4.284 1.552
Br -3.813 6.142 4.087
H -3.782 6.683 1.651
*
```

Results
Molecular weight ... 3519.23 g mol⁻¹
Calculated total energy ... -102264.0863 Eh
HOMO level ... -7.91 eV

Atom charges from the Löwdin analysis, given in e for atoms 1 to 4: number 1, Cl, carries 0.464; number 2, C, carries -0.503; number 3, C, carries -0.039; number 4, C, carries 0.002

# 5
Density functional theory data (ωB97M-V/def2-TZVPD) for C5H7N in the gas phase.

The geometry in ORCA input format:
```
! RIJCOSX wB97M-V def2-TZVPD def2/J DEFGRID3
* xyz 0 1
C -0.969 0.882 -1.424
C -0.324 0.012 -0.387
C 1.040 0.070 -0.269
N 1.405 -0.465 0.932
C 0.283 -0.912 1.575
C -0.805 -0.675 0.770
H -0.136 1.237 -2.041
H -1.754 0.448 -2.050
H -1.359 1.787 -0.954
H 1.755 0.354 -1.026
H 2.333 -0.419 1.313
H 0.347 -1.331 2.565
H -1.817 -0.986 0.997
*
```

Results
Molecular weight ... 81.12 g mol⁻¹
Calculated total energy ... -249.4600 Eh
HOMO level ... -8.10 eV
ΔE to the lowest compared entry with this formula, charge and spin ... 0.359 eV
Structure (SMILES) ... Cc1cc[nH]c1

Atom charges from the natural (NBO) analysis, given in e for atoms 1 to 4: number 1, C, carries -0.615; number 2, C, carries -0.097; number 3, C, carries -0.085; number 4, N, carries -0.510

# 6
Density functional theory data (ωB97M-V/def2-TZVPD) for a gas-phase ion, C6H8N (charge +1).

The geometry in ORCA input format:
```
! RIJCOSX wB97M-V def2-TZVPD def2/J DEFGRID3
* xyz 1 1
C -1.606 -1.078 -0.280
C 0.478 -0.020 -1.213
C -0.680 -1.268 -1.131
C 0.771 0.805 -0.074
C -2.102 0.938 0.952
C 1.471 0.109 0.996
N -1.932 -0.094 0.357
H 1.333 -0.534 -1.442
H 0.032 0.468 -2.023
H -0.638 -2.163 -1.698
H 0.672 1.832 0.111
H -2.784 1.380 1.590
H 2.255 0.702 1.494
H 1.927 -0.901 0.611
H 0.802 -0.175 1.751
*
```

Results
Molecular weight ... 94.14 g mol⁻¹
Calculated total energy ... -287.6703 Eh
HOMO level (alpha / beta) ... -13.27 / -13.28 eV
ΔE to the lowest compared entry with this formula, charge and spin ... 7.782 eV

Atom charges from the natural (NBO) analysis, given in e for atoms 1 to 4: number 1, C, carries 0.125; number 2, C, carries -0.555; number 3, C, carries -0.125; number 4, C, carries 0.253